# 1
# C9H18CaCsF2N3O7P

A structure of composition C9H18CaCsF2N3O7P in a non-equilibrium geometry (wB97M-V/def2-TZVPD, the OMol25 dataset).

Structure (XYZ):
```
42
Properties=species:S:1:pos:R:3:forces:R:3:lowdin_charge:R:1
C 1.094365 2.171030 3.935836 0.8 -2.3 -0.8 -0.106
C 2.063782 1.757005 2.747202 -2.9 -0.1 1.2 -0.640
O 3.056339 2.365734 2.655802 3.3 1.3 -0.2 0.151
O 1.747228 0.735461 1.899903 0.3 0.0 0.8 -0.084
C 2.786535 -0.286829 1.827279 0.2 -0.6 1.2 -0.233
P 2.073043 -1.958142 2.525797 -1.8 -0.4 -3.9 0.466
O 0.520746 -1.387195 2.163053 1.5 -0.8 -0.6 -0.441
O 3.762463 -2.370921 2.917882 -0.4 0.2 0.4 -0.364
N 3.870552 -3.419332 3.789584 0.6 0.4 0.0 -0.142
O 4.970900 -3.483134 4.210945 -0.1 -0.4 0.1 0.018
H 1.693325 2.387748 4.876377 -0.6 0.4 -0.9 0.063
H 0.271704 1.448912 4.098197 0.1 0.2 0.0 0.080
H 0.651596 3.220336 3.629578 -0.1 1.8 0.3 0.024
H 3.191142 -0.440933 0.824183 -0.3 0.2 0.0 0.102
H 3.660641 -0.032871 2.466423 -0.2 0.4 -0.4 0.076
H 2.164875 -2.554343 1.201069 0.5 -0.2 0.3 0.018
H 1.580624 -3.168082 3.086949 0.4 0.2 0.5 0.031
H 1.877338 -1.307995 3.850416 0.0 0.0 0.9 -0.114
H -0.074450 -2.094343 1.758967 -0.2 1.1 2.3 -0.017
N -0.879373 -2.189264 -0.303417 0.2 0.1 -1.8 0.250
H -0.789396 -2.079333 -1.318329 0.2 -0.1 0.0 0.107
H -0.833244 -3.177779 -0.056318 -0.2 0.2 0.2 0.151
H -0.120013 -1.683831 0.174406 -0.1 0.1 0.2 0.106
H -1.772715 -1.810432 0.030837 0.2 -0.3 1.1 0.104
Ca 2.424280 0.209353 4.895087 0.2 0.4 -0.3 1.573
C -3.979612 2.150374 -4.532329 -0.1 0.1 -0.1 -0.052
C -2.968139 2.325621 -5.469341 0.1 -0.1 0.2 -0.016
C -1.828970 1.532470 -5.417979 0.0 0.1 -0.2 0.041
C -1.721447 0.570221 -4.426753 -0.1 0.2 -0.1 -0.123
C -2.711284 0.391762 -3.487012 -0.5 -0.2 0.2 -0.118
C -3.848036 1.188314 -3.541825 -0.2 -0.5 -2.4 -0.401
N -0.534339 -0.298420 -4.365512 0.3 -0.3 0.2 -0.329
O 0.334205 -0.123464 -5.179462 -0.1 0.0 0.1 0.146
O -0.508468 -1.150798 -3.480890 -0.1 0.3 -0.2 0.051
H -4.871032 2.764431 -4.576010 0.0 0.0 -0.1 0.126
H -3.068563 3.076408 -6.240977 0.0 0.0 0.0 0.127
H -1.044033 1.670688 -6.148624 0.1 -0.1 0.1 0.136
H -2.620141 -0.359889 -2.711959 0.2 -0.1 -0.2 0.096
H -4.633317 1.054447 -2.810364 -0.5 -0.7 -2.5 -0.085
F -1.612251 -1.988446 1.931900 -1.7 -0.6 -1.0 -0.568
F 0.469781 4.654969 3.591166 -0.1 -1.2 -0.2 -0.604
Cs -3.846646 1.690490 -1.021739 0.9 1.6 5.3 1.394
```
Positions in Å, forces in eV/Å.

Output
- Charge: +1
- Energy: -2282.85524 Ha
- Orbital gap: 5.806 eV
- E_LUMO: -4.3 eV

# 2
# C33H29Cl2MgN7O2SeSi2

A structure of composition C33H29Cl2MgN7O2SeSi2 (wB97M-V/def2-TZVPD, the OMol25 dataset).

Structure (XYZ):
```
77
Properties=species:S:1:pos:R:3:forces:R:3:nbo_charge:R:1
Mg -1.680893 0.012202 0.297564 -0.1 -0.1 0.1 1.774
Cl -0.666881 6.614529 -1.416615 0.0 0.1 0.0 -0.041
C -0.994394 4.904088 -1.507606 0.0 -0.2 -0.2 -0.070
C -1.321685 4.227217 -0.340661 0.0 -0.1 0.1 -0.293
C -1.590663 2.856315 -0.373817 0.0 0.3 -0.1 0.167
N -1.788636 2.033009 0.695019 -0.1 0.1 0.1 -0.823
C -1.808619 2.374717 1.995857 -0.1 0.4 -0.3 0.629
O -2.082517 3.472257 2.489794 0.1 -0.1 0.1 -0.677
C -1.375112 1.188087 2.841172 0.4 0.0 0.4 0.147
C -1.384112 1.250657 4.212291 -0.3 0.1 0.0 -0.412
C -0.680859 0.235698 4.921514 0.1 -0.2 -0.2 -0.181
C -0.131305 -0.813594 4.270774 0.0 0.1 0.0 -0.316
C -0.392778 -1.002568 2.808897 -0.2 -0.1 0.1 0.079
N -0.821168 0.188388 2.127973 0.2 -0.2 0.4 -0.797
C -1.571154 2.183435 -1.635142 -0.1 0.3 -0.1 0.205
C -1.231492 2.876729 -2.784292 0.0 -0.1 0.0 -0.280
C -0.934559 4.236580 -2.719936 0.0 0.1 0.1 -0.096
Cl -0.520137 5.075952 -4.192634 0.0 0.0 -0.1 -0.047
N -1.932427 0.841202 -1.548827 0.1 -0.3 -0.6 -0.836
C -2.709392 0.254588 -2.452691 0.1 0.4 -0.1 0.604
O -2.987648 0.598868 -3.609462 0.0 -0.2 0.0 -0.691
C -3.419526 -0.946716 -1.861332 -0.5 0.0 0.0 0.151
C -4.030655 -1.883961 -2.685031 0.0 0.0 -0.1 -0.227
C -4.732325 -2.927861 -2.114602 0.0 0.1 0.2 -0.169
C -4.824977 -2.989922 -0.729127 0.0 0.0 -0.1 -0.247
C -4.221557 -1.993421 0.015147 -0.1 0.0 0.2 0.054
N -3.533996 -0.990368 -0.527650 0.0 -0.2 -0.2 -0.516
H -1.351432 4.747348 0.605526 0.0 0.0 0.0 0.254
H -1.824357 2.098802 4.714970 0.1 0.1 -0.1 0.217
H -0.515794 0.344657 5.989560 0.0 0.0 0.0 0.187
H 0.512500 -1.528262 4.765193 0.0 0.0 0.1 0.203
H 0.506450 -1.383032 2.294310 -0.1 0.0 0.0 0.165
H -1.198925 2.359607 -3.731625 -0.1 0.0 0.0 0.244
H -3.935135 -1.769513 -3.755746 0.0 0.1 0.0 0.235
H -5.203352 -3.681163 -2.734017 0.0 0.0 0.0 0.202
H -5.348544 -3.794247 -0.231433 0.0 0.0 0.0 0.216
H -4.282659 -1.997202 1.098672 0.1 0.0 0.0 0.212
C 2.378410 -2.168153 -0.537686 -0.2 0.2 0.0 -1.102
Si 2.245217 -0.346964 -1.045321 0.7 -0.4 -0.3 1.187
C 1.300501 -0.081372 -2.658864 -0.2 0.0 0.4 -1.099
C 4.023331 0.332747 -1.276689 -0.4 0.1 0.2 -0.450
C 5.036171 0.177587 -2.216331 0.2 0.0 -0.1 -0.203
C 6.226691 0.880835 -2.071999 -0.1 -0.1 -0.1 -0.231
C 6.413231 1.731374 -0.987407 0.0 0.1 0.1 -0.229
C 5.404392 1.899565 -0.045600 0.1 0.1 0.0 -0.242
C 4.201881 1.216344 -0.190708 -0.4 -0.1 0.0 -0.337
Si 2.514447 1.184478 0.723220 0.3 0.5 0.3 1.224
C 2.761229 0.625980 2.513248 -0.3 -0.2 -0.3 -1.107
C 1.691730 2.875531 0.708455 0.0 -0.3 -0.1 -1.106
H 3.125160 -2.709073 -1.123341 0.0 0.1 -0.1 0.222
H 1.421266 -2.677770 -0.643789 -0.1 -0.1 0.0 0.260
H 2.666779 -2.229390 0.514429 0.0 0.0 0.0 0.236
H 1.749137 -0.639694 -3.483316 0.1 -0.1 0.1 0.226
H 1.304103 0.978198 -2.921286 0.0 0.0 0.0 0.248
H 0.258291 -0.386592 -2.554264 0.0 0.0 -0.1 0.250
H 4.903056 -0.485581 -3.066278 0.0 0.0 0.0 0.196
H 7.014148 0.773345 -2.810367 0.0 0.0 0.0 0.193
H 7.345931 2.275940 -0.886310 0.0 0.0 0.0 0.194
H 5.553372 2.576515 0.790466 0.0 0.0 0.0 0.197
H 3.442967 1.289181 3.050812 0.0 0.1 -0.1 0.224
H 3.166140 -0.387525 2.561093 0.0 0.0 0.0 0.229
H 1.799934 0.632216 3.032765 0.0 0.0 0.0 0.266
H 2.288620 3.620759 1.239036 0.1 0.0 0.0 0.226
H 0.721580 2.801177 1.203481 0.0 0.0 0.0 0.261
H 1.522892 3.223595 -0.312335 0.0 0.0 0.0 0.245
Se -1.766023 -3.386730 3.930343 0.1 0.2 -0.2 0.564
N -1.748283 -4.727482 2.674974 -0.1 -0.1 -0.1 -0.824
C -1.553638 -4.192941 1.477562 0.0 -0.3 0.2 0.190
C -1.465068 -4.912787 0.270091 0.0 0.2 0.0 -0.373
C -1.240984 -4.210104 -0.917133 0.0 0.1 0.0 -0.239
C -1.085333 -2.849384 -0.915653 0.1 0.0 -0.3 -0.136
N -1.144783 -2.107548 0.237266 0.1 -0.3 0.3 -0.651
C -1.370663 -2.755219 1.370965 0.2 0.2 -0.2 0.311
N -1.437396 -2.080758 2.577663 -0.1 -0.1 0.2 -0.626
H -1.554799 -5.991226 0.285090 0.0 0.0 0.0 0.197
H -1.190612 -4.746994 -1.858352 0.0 0.0 0.0 0.195
H -0.912313 -2.295182 -1.829913 0.0 0.0 0.0 0.187
```
Positions in Å, forces in eV/Å.

Output
- Charge: -2
- Energy: -5909.82775 Ha
- Orbital gap: 4.910 eV
- E_LUMO: 4.2 eV

Q: Look up the orbital gap of the second one.
A: 4.910 eV